No. 1
ORCA calculation (ωB97M-V with the def2-TZVPD basis set) on a structure of composition BrClIO3P in a non-equilibrium geometry.

The geometry in ORCA input format:
```
! wB97M-V def2-TZVPD RIJCOSX def2/J DEFGRID3
* xyz 0 1
O 1.5587 2.1807 -0.4401
O -0.6921 0.5746 1.2617
Br 2.7108 1.4456 0.4775
P -0.4423 -0.0218 -0.0252
Cl -2.9684 -1.6525 -0.3557
I 1.3702 -1.7226 -0.0673
O -1.5370 -0.8040 -0.8510
*
```

HOMO energy (spin up / spin down): -10.0 / -9.3 eV
E_tot: -3898.81390 Ha
energy relative to the best compared isomer or geometry (same formula, charge and spin): 86.9 kcal/mol
gap between HOMO and LUMO (spin up / spin down): 7.0 / 6.8 eV

***

No. 2
ORCA calculation (ωB97M-V with the def2-TZVPD basis set) on a structure of composition BrCoH10O5 in a non-equilibrium geometry.

The geometry in ORCA input format:
```
! wB97M-V def2-TZVPD RIJCOSX def2/J DEFGRID3
* xyz 1 4
H 0.7014 0.5027 3.0380
O -0.7625 -3.0008 0.0612
O 1.0634 2.4454 1.8316
Co 3.1527 -0.0063 -1.7605
H -1.6638 0.6973 0.1961
O -0.1023 -1.0680 -3.7971
H 0.2323 -0.4617 -3.1292
H 0.7456 -0.3558 1.7907
Br 1.0234 -0.0412 -0.6342
H -2.1305 2.0684 -0.3272
H 0.1668 2.7689 2.0183
H -0.0496 -1.9508 -3.3994
O -2.3511 1.3655 0.2995
H -1.4064 -2.3737 -0.2963
O 0.4290 -0.3649 2.6972
H 1.0577 2.2405 0.8892
H -0.1059 -2.4657 0.5221
*
```

expectation value of S²: 3.759
HOMO energy (spin up / spin down): -14.3 / -14.3 eV
E_tot: -4338.53244 Ha
energy relative to the best compared isomer or geometry (same formula, charge and spin): 182.9 kcal/mol
gap between HOMO and LUMO (spin up / spin down): 5.8 / 4.2 eV